i:
Computed, not measured: 7 unconnected molecules or ions with the total composition C6H26O10, with ωB97M-V with the def2-TZVPD basis set.

```
! wB97M-V def2-TZVPD RIJCOSX def2/J DEFGRID3
* xyz 0 1
O -4.0010 15.7837 8.7761
C -4.4284 17.0665 8.8910
C -3.3405 18.0273 9.2319
O -3.8588 19.2632 9.6587
H -4.8043 15.2975 8.4529
H -4.8865 17.2068 7.9957
H -5.3688 17.0117 9.5635
H -2.6853 18.1557 8.2925
H -2.8809 17.5294 10.0383
H -4.4249 19.0497 10.3908
O -0.5382 14.5229 11.4135
C -1.8604 14.1891 11.8004
C -2.3405 15.2360 12.8299
O -3.7330 14.9414 12.7759
H -0.5331 14.9122 10.5777
H -2.4771 14.2933 10.9103
H -2.0062 13.1486 12.0900
H -2.2370 16.2302 12.3547
H -1.8188 15.3196 13.8562
H -3.9100 14.3822 13.4837
O -5.5650 13.1195 4.7514
C -5.0443 13.9858 5.6619
C -4.1955 15.0577 4.9879
O -3.1011 15.3090 5.7807
H -4.8584 12.6393 4.3072
H -5.9177 14.5593 6.1727
H -4.4357 13.4430 6.4301
H -4.6824 16.0612 4.8909
H -3.7590 14.8544 3.9758
H -2.6580 14.4590 5.8210
O -2.3037 11.9264 9.6590
H -2.6387 11.2439 9.0523
H -1.9841 11.3169 10.3555
O -1.4686 15.3736 8.7301
H -1.6355 14.4651 8.3747
H -2.2708 15.8366 8.5378
O -1.3688 13.0262 6.9102
H -1.5396 12.7489 7.8153
H -0.9203 12.2690 6.4856
O -0.5960 16.9146 6.1634
H -0.5163 16.4012 6.9448
H -0.3954 16.4342 5.3126
*
```

Values from the calculation:
SMILES = OCCO.OCCO.OCCO.O.O.O.O
Orbital gap = 9.19 eV
Highest occupied orbital energy = -0.346 hartree

ii:
Computed, not measured: 7 unconnected molecules or ions with the total composition C6H26O10, with ωB97M-V with the def2-TZVPD basis set.

```
! wB97M-V def2-TZVPD RIJCOSX def2/J DEFGRID3
* xyz 0 1
O -20.7676 10.4296 4.0994
C -19.6206 11.3280 3.9241
C -20.0081 12.4692 2.9494
O -20.4278 11.9957 1.7123
H -21.1366 10.3166 3.2204
H -19.3396 11.7841 4.8734
H -18.8270 10.6388 3.6353
H -19.1659 13.1603 2.9821
H -20.8834 12.9579 3.3775
H -20.5593 12.7482 1.1309
O -23.5778 10.5501 5.0001
C -23.6718 9.9351 6.2429
C -23.3354 10.9773 7.2586
O -23.1697 10.3691 8.4922
H -22.6581 10.6751 4.7547
H -24.7101 9.6135 6.3249
H -23.0617 9.0346 6.3128
H -24.0862 11.7659 7.3093
H -22.4037 11.5234 7.1112
H -22.3260 9.9225 8.3910
O -15.6244 7.5394 2.9257
C -16.3785 8.4154 2.0827
C -17.0286 7.7668 0.8386
O -16.1528 6.9049 0.0989
H -15.2189 6.8008 2.4656
H -16.9758 9.2016 2.5446
H -15.4998 8.9200 1.6810
H -17.4723 8.4822 0.1462
H -17.8102 7.0738 1.1500
H -16.7529 6.3077 -0.3537
O -20.8596 14.4315 0.4436
H -20.2274 15.1384 0.3135
H -21.1212 14.1776 -0.4415
O -19.3265 12.2154 8.0051
H -18.6589 11.7651 7.4875
H -19.0379 12.1112 8.9118
O -22.6320 14.5024 3.0801
H -22.4604 15.3996 3.3660
H -22.0758 14.3853 2.3100
O -20.5761 9.2885 0.5365
H -20.1271 10.0576 0.8875
H -21.5026 9.5289 0.5405
*
```

Values from the calculation:
SMILES = OCCO.OCCO.OCCO.O.O.O.O
Orbital gap = 9.02 eV
Highest occupied orbital energy = -0.341 hartree

How do the structures above rank in stability at the extremes? ii comes first and i comes last.